No. 1
{
  "formula": "C5H4LiO6Pb",
  "method": "ωB97M-V/def2-TZVPD",
  "elements": ["O", "C", "O", "O", "Pb", "O", "C", "O", "O", "C", "C", "C", "Li", "H", "H", "H", "H"],
  "xyz": [[-3.491981, 0.586520, -5.931295], [-2.776269, 0.907923, -5.101295], [-2.032873, 1.258946, -4.269598], [0.066633, 1.363892, -0.823140], [-0.721198, 1.787850, -2.699167], [4.632009, -0.488411, -0.403952], [4.011667, 0.524211, -0.011945], [4.235269, 1.688211, -0.420585], [3.121650, 0.335607, 0.987066], [2.255565, 1.385570, 1.409009], [0.620795, 0.612291, 1.361660], [0.876163, 0.923237, -0.031350], [5.701801, 0.806422, -1.434091], [3.054164, 2.146260, 1.509338], [1.903277, 2.080990, 2.196627], [-0.065034, 1.307972, 1.862091], [0.427403, -0.458041, 1.495095]],
  "forces_ev_per_angstrom": [[0.719, 0.287, 0.919], [-2.335, -1.011, -2.807], [-1.223, -0.710, -1.276], [-0.617, 1.439, -0.927], [2.026, 2.262, 1.132], [-0.878, 0.532, 0.254], [2.280, 0.516, -1.049], [-0.291, 0.270, -0.152], [-1.832, -1.477, 3.652], [-0.358, -2.385, -2.505], [0.591, 2.008, -2.563], [0.558, -1.602, 3.830], [-0.220, -0.133, 0.357], [-0.330, 2.222, -2.798], [0.462, -1.931, 2.964], [-0.102, -0.411, -0.221], [1.552, 0.125, 1.191]],
  "charge": 2,
  "orbital_gap_ev": [5.9, 6.0],
  "lumo_energy_ev": [-9.47, -9.59],
  "spin_multiplicity": 2,
  "s_squared": 0.7544
}

No. 2
{
  "formula": "C5H4MgN2O5",
  "method": "ωB97M-V/def2-TZVPD",
  "elements": ["Mg", "O", "C", "C", "O", "C", "O", "C", "O", "N", "C", "N", "O", "H", "H", "H", "H"],
  "xyz": [[0.284068, 1.378166, -0.657005], [2.520414, 3.124465, -2.541957], [1.766790, 2.537271, -1.907302], [-1.755410, 0.563935, -1.551212], [-2.622720, -0.163520, -1.725445], [0.063361, 1.743326, 1.671382], [-0.085635, 1.487605, 2.783150], [-1.153441, 3.205992, -0.517673], [-1.971528, 3.985317, -0.343857], [-0.616519, -2.403591, 1.202098], [0.308016, -1.771373, 0.466732], [1.394256, -2.457173, 0.114551], [0.174398, -0.546919, 0.101430], [-0.507999, -3.356304, 1.485618], [-1.439092, -1.915641, 1.480772], [2.096343, -2.007978, -0.432891], [1.544700, -3.403578, 0.371608]],
  "forces_ev_per_angstrom": [[-0.656, -1.299, 0.825], [-3.011, -2.288, 2.514], [3.249, 2.290, -2.649], [-2.839, -2.930, -0.734], [2.820, 2.617, 0.509], [-0.278, -1.324, 4.515], [0.530, 1.184, -4.248], [-2.794, 3.090, 0.438], [2.664, -2.526, -0.571], [0.473, 0.867, -0.572], [0.145, -0.236, 0.005], [-0.294, 0.730, -0.100], [0.002, 0.547, -0.200], [0.031, -0.310, 0.094], [-0.398, 0.170, 0.160], [0.286, 0.109, -0.196], [0.068, -0.690, 0.209]],
  "charge": 2,
  "orbital_gap_ev": 9.4,
  "lumo_energy_ev": -8.42
}

No. 3
{
  "formula": "C5H4N",
  "method": "ωB97M-V/def2-TZVPD",
  "elements": ["C", "C", "C", "C", "C", "N", "H", "H", "H", "H"],
  "xyz": [[0.328562, -0.789008, -1.436840], [-0.176133, 0.917331, 0.669673], [-0.087668, -0.539025, 1.218742], [0.127963, -1.254147, 0.142708], [-0.108294, 0.547211, -0.834570], [-0.761042, 0.059921, -1.779252], [1.145464, -1.080779, -2.150329], [-1.089640, 1.441176, 0.870185], [0.622812, 1.616953, 0.965074], [-0.002025, -0.919632, 2.334609]],
  "forces_ev_per_angstrom": [[1.277, -1.871, 3.886], [0.427, 0.212, -0.603], [0.770, 0.631, 0.480], [1.470, -3.447, -1.986], [-1.753, 1.676, 0.131], [-0.196, 2.176, -0.069], [-1.008, 0.064, 0.889], [-0.774, 0.080, -0.134], [0.109, -0.635, -0.062], [-0.323, 1.114, -2.533]],
  "charge": 1,
  "orbital_gap_ev": [8.0, 7.2],
  "lumo_energy_ev": [-6.17, -8.74],
  "spin_multiplicity": 3,
  "s_squared": 2.0108
}

No. 4
{
  "formula": "C5H4N2",
  "method": "ωB97M-V/def2-TZVPD",
  "elements": ["C", "C", "C", "N", "C", "C", "N", "H", "H", "H", "H"],
  "xyz": [[2.598470, 0.407375, 0.180532], [1.401402, 0.419737, 0.326478], [0.302864, -0.385794, -0.166299], [-0.678032, -1.139750, 0.577079], [-1.140414, -0.140160, -0.395844], [-1.812914, 1.055197, 0.047189], [-2.372786, 2.012691, 0.376364], [3.468362, 0.058434, -0.312781], [0.755568, -0.993328, -0.944288], [-0.791337, -0.809397, 1.532192], [-1.537157, -0.557436, -1.319534]],
  "forces_ev_per_angstrom": [[-0.708, 0.011, -0.112], [0.586, -0.352, -0.229], [-0.033, -0.404, -0.424], [-0.300, -0.123, 0.283], [-0.215, 0.077, -0.108], [-0.357, 0.991, 0.341], [0.525, -0.919, -0.264], [0.907, 0.572, 0.446], [-0.351, -0.098, -0.056], [0.051, 0.156, -0.120], [-0.106, 0.089, 0.242]],
  "smiles": "C#C[C@H]1N[C@H]1C#N",
  "orbital_gap_ev": 10.1,
  "lumo_energy_ev": 0.12
}

No. 5
{
  "formula": "C5H4N2",
  "method": "ωB97M-V/def2-TZVPD",
  "elements": ["N", "C", "C", "C", "C", "N", "C", "H", "H", "H", "H"],
  "xyz": [[-0.717848, 1.777315, -2.654530], [-0.448830, 1.444087, -1.585700], [-0.073059, 0.767899, -0.452737], [0.414322, 0.953274, 0.764059], [0.484920, -0.535511, 1.057758], [-0.885234, -1.105957, 0.846767], [-0.070632, -0.781936, -0.352293], [0.751044, 1.830613, 1.236738], [1.287875, -0.896734, 1.507601], [-0.837983, -2.055646, 0.939136], [0.095426, -1.397403, -1.306798]],
  "forces_ev_per_angstrom": [[-0.073, 0.301, 0.080], [-0.467, 0.950, -1.706], [-0.037, -1.674, 0.762], [-0.155, -0.535, -0.710], [-3.197, 1.386, -3.335], [0.350, 3.439, -0.635], [0.358, 0.630, -0.114], [0.073, 0.777, 0.892], [2.989, -2.394, 2.046], [0.144, -3.356, 0.580], [0.015, 0.476, 2.140]],
  "smiles": "N#CC1=C[C@H]2N[C@@H]12",
  "orbital_gap_ev": 9.3,
  "lumo_energy_ev": 0.16
}

No. 6
{
  "formula": "C5H4N2",
  "method": "ωB97M-V/def2-TZVPD",
  "elements": ["C", "C", "C", "C", "N", "N", "C", "H", "H", "H", "H"],
  "xyz": [[-1.098609, -0.069209, -2.387504], [-0.444247, -0.424715, -1.444057], [-0.700412, -0.818560, 0.920929], [-0.239200, 0.239720, 1.657980], [0.911400, 0.788816, 1.059508], [1.313379, 0.270558, -0.010180], [0.281746, -0.794324, -0.223803], [-1.702366, 0.249377, -3.208001], [-0.598432, 0.715103, 2.563200], [1.443131, 1.579427, 1.423640], [0.833611, -1.736193, -0.351712]],
  "forces_ev_per_angstrom": [[0.260, -0.118, 0.373], [-0.287, 0.101, -0.500], [0.243, 0.304, 0.111], [-0.145, -0.136, 0.069], [0.170, -0.065, -0.250], [-0.270, 0.142, 0.349], [-0.056, -0.071, -0.128], [0.137, -0.085, 0.096], [0.111, -0.107, -0.106], [-0.051, -0.076, -0.029], [-0.113, 0.111, 0.015]],
  "orbital_gap_ev": 7.9,
  "lumo_energy_ev": -0.56
}

No. 7
{
  "formula": "C5H4N2O",
  "method": "ωB97M-V/def2-TZVPD",
  "elements": ["H", "N", "C", "O", "N", "C", "C", "C", "C", "H", "H", "H"],
  "xyz": [[-2.183625, -2.151511, -0.014984], [-1.024483, -2.056429, 0.133430], [-0.775932, -0.929372, -0.338392], [-1.724401, -0.125792, -0.810867], [-1.325625, 1.242404, -0.617092], [-0.019762, 1.161563, -0.299004], [0.400550, -0.120452, -0.023829], [1.628062, -0.409548, 0.451929], [2.550319, -0.330487, 1.298283], [-1.492168, 1.896193, -1.504314], [0.508624, 2.132799, -0.325464], [3.458442, -0.309369, 2.050306]],
  "forces_ev_per_angstrom": [[3.864, -0.197, 0.411], [-4.357, -1.994, -0.594], [1.478, 0.341, 2.213], [-1.882, 2.113, -1.386], [-1.243, 0.977, -2.579], [2.056, -0.023, 0.449], [-2.792, 2.885, -2.925], [5.690, -0.210, 5.242], [-0.331, -0.502, -1.104], [0.053, -2.310, 2.117], [-0.045, -0.924, 0.421], [-2.493, -0.155, -2.263]],
  "smiles": "[H]/N=c1\\o[nH]cc1C#C",
  "orbital_gap_ev": 8.6,
  "lumo_energy_ev": 0.40
}

No. 8
{
  "formula": "C5H4N2O",
  "method": "ωB97M-V/def2-TZVPD",
  "elements": ["H", "N", "C", "N", "C", "C", "C", "C", "O", "H", "H", "H"],
  "xyz": [[-1.849235, -1.105377, 1.207451], [-1.724524, -1.351201, 0.274315], [-0.740031, -0.744898, -0.246021], [-0.475337, -0.768384, -1.648488], [0.468981, 0.023430, -1.945436], [0.817466, 0.798544, -0.647768], [0.126840, 0.277001, 0.305009], [0.290819, 0.414394, 1.721180], [0.013469, -0.583255, 2.493195], [0.801379, -0.089106, -3.071190], [1.325478, 1.803571, -0.524177], [0.944694, 1.325281, 2.081930]],
  "forces_ev_per_angstrom": [[0.118, 0.281, 2.249], [0.593, -0.199, -2.898], [-1.515, -0.271, -0.640], [-0.495, -1.902, -0.524], [-0.212, -0.170, -0.561], [2.365, 3.377, -3.105], [-1.345, -1.276, 2.285], [1.153, -2.569, 4.028], [0.876, 4.611, -2.757], [-0.112, 1.225, 2.601], [0.015, -1.652, -0.429], [-1.442, -1.455, -0.250]],
  "smiles": "[H]/N=C1/N=CC=C1C=O",
  "orbital_gap_ev": 8.8,
  "lumo_energy_ev": -1.36
}

No. 9
{
  "formula": "C5H4N2O",
  "method": "ωB97M-V/def2-TZVPD",
  "elements": ["O", "C", "N", "C", "C", "C", "C", "N", "H", "H", "H", "H"],
  "xyz": [[2.469005, -0.654590, 0.751146], [1.668556, -0.393197, -0.178698], [0.788113, -1.410000, -0.519634], [-0.491447, -1.455806, -0.340722], [-1.302205, -0.437218, 0.193924], [-0.756983, 0.788217, 0.374885], [0.405797, 1.597575, -0.196990], [1.460459, 1.026705, -0.658891], [-1.021742, -2.576976, -0.418626], [-2.140244, -0.650328, 0.529782], [-1.511904, 1.508805, 0.792045], [0.432592, 2.656808, -0.328225]],
  "forces_ev_per_angstrom": [[-1.905, 1.488, -3.581], [0.011, 0.605, 3.856], [-0.826, -0.179, -1.043], [0.909, -4.059, -0.264], [8.963, 3.127, -2.354], [-1.943, 3.598, 0.067], [0.351, -4.047, -0.171], [0.946, -1.856, 0.776], [1.488, 3.020, -0.357], [-7.861, -1.710, 2.985], [0.771, -0.637, -0.067], [-0.903, 0.651, 0.153]],
  "smiles": "O=c1nccccn1",
  "orbital_gap_ev": 8.8,
  "lumo_energy_ev": -1.10
}

No. 10
{
  "formula": "C5H4N2O2",
  "method": "ωB97M-V/def2-TZVPD",
  "elements": ["C", "C", "C", "C", "C", "N", "N", "O", "O", "H", "H", "H", "H"],
  "xyz": [[1.210877, 1.890444, -0.315473], [0.724223, 0.636657, -0.268975], [-0.398142, -0.081813, -0.009380], [2.013613, -1.068607, 0.111235], [-1.817864, 0.398500, -0.251308], [1.614500, 2.968319, -0.398832], [-0.289582, -1.423221, 0.392111], [3.136650, -1.119347, -0.197912], [1.086913, -1.852829, 0.515728], [-2.394437, -0.324626, -0.827007], [-1.901931, 1.396043, -0.704830], [-2.199146, 0.345530, 0.767730], [-0.785678, -1.765055, 1.186917]],
  "forces_ev_per_angstrom": [[-0.006, 1.770, -0.825], [0.297, -6.665, 2.076], [1.135, 2.420, -1.422], [-2.123, 5.179, -1.717], [0.421, -0.693, 1.005], [0.210, 0.155, 0.140], [1.611, 0.265, -1.786], [0.215, -0.829, 0.565], [-1.284, -1.775, 0.964], [0.159, -0.013, -0.152], [0.295, -0.422, 0.431], [-0.856, 0.606, -0.002], [-0.073, 0.001, 0.723]],
  "orbital_gap_ev": 9.4,
  "lumo_energy_ev": 0.21
}

No. 11
{
  "formula": "C5H4N2O2S",
  "method": "ωB97M-V/def2-TZVPD",
  "elements": ["C", "O", "C", "S", "N", "C", "O", "C", "C", "N", "H", "H", "H", "H"],
  "xyz": [[2.307400, 0.245119, 0.071085], [1.229140, 1.193812, 0.040043], [0.003607, 0.822056, -0.006079], [-1.208791, 2.021088, -0.061779], [-2.422051, 0.932186, 0.002687], [-2.041704, -0.405466, -0.003684], [-2.850409, -1.295040, -0.023099], [-0.669883, -0.552946, 0.028686], [0.134260, -1.731972, 0.078740], [0.752873, -2.684428, 0.028160], [3.249290, 0.748878, 0.667609], [2.841784, 0.212750, -0.910184], [1.995493, -0.763164, 0.460631], [-3.321004, 1.257128, -0.372816]],
  "forces_ev_per_angstrom": [[3.424, 0.472, 0.886], [1.187, 0.437, -0.004], [-3.015, -4.393, 0.058], [1.459, 1.447, -0.036], [-1.371, 0.281, -0.187], [-1.977, -0.725, -0.023], [-1.148, -0.844, -0.117], [5.534, 4.293, 0.154], [-2.253, 1.472, -0.358], [1.063, -1.558, 0.117], [-2.871, -1.218, -0.682], [-1.267, -0.365, 0.290], [0.669, 1.432, -0.412], [0.565, -0.731, 0.315]],
  "smiles": "COc1s[nH]c(=O)c1C#N",
  "orbital_gap_ev": [9.1, 9.1],
  "lumo_energy_ev": [0.13, 0.13]
}

No. 12
{
  "formula": "C5H4N2O4",
  "method": "ωB97M-V/def2-TZVPD",
  "elements": ["C", "C", "C", "C", "C", "N", "N", "O", "O", "O", "O", "H", "H", "H", "H"],
  "xyz": [[0.891234, 0.842797, 1.981480], [0.043499, -0.203754, 1.690509], [1.010075, 0.637366, -0.112243], [-0.378756, -0.664538, -2.112778], [-0.430417, -1.129599, -0.667048], [1.435634, 1.367645, 0.856022], [0.160855, -0.424239, 0.348332], [-1.212987, 0.150929, -2.458620], [-1.643556, -2.831772, -1.151743], [-1.066619, -2.116257, -0.246278], [0.397168, -1.338315, -3.027473], [0.937997, 1.464714, 2.918329], [-0.653279, -0.908622, 2.267669], [1.328234, 0.550829, -1.102482], [0.031490, -1.053635, -3.901754]],
  "forces_ev_per_angstrom": [[-1.683, 0.855, 1.836], [-1.265, -1.844, 1.735], [-0.582, -1.559, 1.622], [-2.029, -0.466, -2.326], [0.878, -0.148, 2.096], [0.562, 0.054, -0.919], [1.994, 3.283, -2.481], [1.470, -0.774, 0.854], [-1.770, -2.174, -2.151], [0.821, 1.128, 0.689], [-0.894, 0.988, 1.307], [0.111, -1.320, -0.954], [1.398, 1.552, -0.674], [0.580, 0.620, -1.366], [0.411, -0.196, 0.731]],
  "orbital_gap_ev": [8.2, 8.2],
  "lumo_energy_ev": [-0.88, -0.88]
}

Calculated calculated total energy in order - -22963.488 -23897.645 -6723.410 -8225.272 -8225.418 -8223.701 -10271.785 -10274.365 -10273.968 -12320.125 -23157.859 -16414.178 eV